1.
Density functional theory data (the ωB97M-V functional and the def2-TZVPD basis) for a 3-piece molecular cluster, C18H47BN2O2Si overall at a distorted geometry.

```
! wB97M-V def2-TZVPD RIJCOSX def2/J DEFGRID3
* xyz 0 1
C 5.87 1.05 1.46
O 5.78 0.40 0.21
C 4.62 -0.39 0.06
C 3.40 0.43 -0.39
C 2.09 0.04 0.32
Si 1.01 1.51 0.76
N 2.02 2.66 1.64
B -0.51 0.92 1.97
O -0.14 0.55 3.26
N -1.88 0.78 1.60
C -2.39 -0.60 1.66
C -2.30 1.48 0.39
H 6.26 2.05 1.31
H 6.56 0.51 2.12
H 4.91 1.11 1.96
H 4.87 -1.15 -0.69
H 4.40 -0.89 1.01
H 3.26 0.25 -1.46
H 3.66 1.48 -0.30
H 1.53 -0.63 -0.32
H 2.32 -0.54 1.22
H 0.58 2.14 -0.52
H 1.73 3.62 1.45
H 2.99 2.59 1.38
H 0.12 -0.37 3.32
H -3.26 -0.69 1.01
H -1.65 -1.35 1.38
H -2.73 -0.84 2.67
H -3.39 1.43 0.32
H -1.91 1.05 -0.53
H -2.06 2.54 0.47
C -7.09 6.47 -1.48
C -7.06 5.46 -2.62
C -7.17 4.01 -2.16
C -6.03 3.54 -1.25
C -4.64 3.68 -1.85
C -4.43 2.84 -3.11
H -6.25 6.34 -0.80
H -7.05 7.49 -1.85
H -8.01 6.37 -0.89
H -6.15 5.60 -3.21
H -7.89 5.67 -3.30
H -7.23 3.36 -3.04
H -8.12 3.88 -1.62
H -6.21 2.49 -0.99
H -6.07 4.09 -0.30
H -3.91 3.36 -1.10
H -4.42 4.73 -2.06
H -4.62 1.79 -2.92
H -3.41 2.94 -3.48
H -5.10 3.16 -3.92
C 5.30 -7.30 0.78
C 4.39 -6.59 -0.21
C 4.52 -5.07 -0.17
C 4.14 -4.43 1.17
C 2.72 -4.73 1.65
C 1.64 -4.21 0.70
H 5.06 -7.04 1.81
H 5.20 -8.39 0.69
H 6.35 -7.05 0.61
H 3.35 -6.88 -0.04
H 4.64 -6.93 -1.22
H 3.91 -4.64 -0.97
H 5.55 -4.79 -0.40
H 4.26 -3.34 1.08
H 4.84 -4.74 1.94
H 2.58 -4.26 2.63
H 2.59 -5.80 1.80
H 1.73 -3.13 0.56
H 0.64 -4.41 1.09
H 1.70 -4.68 -0.28
*
```

The total energy is -35059.0168 eV. Its structure (SMILES) is COCCC[Si@H](N)B(O)N(C)C.CCCCCC.CCCCCC. For the max |F|, the calculation gives 1.3 eV/Å.

2.
Density functional theory data (the ωB97M-V functional and the def2-TZVPD basis) for C22H26N5O2PReS4 as an isolated structure.

```
! wB97M-V def2-TZVPD RIJCOSX def2/J DEFGRID3
* xyz 1 3
Re -0.29 -0.63 -0.21
C -4.79 0.29 3.14
S -3.07 0.02 3.60
C -2.33 -0.25 2.07
S -0.61 -0.55 2.14
N -3.07 -0.26 1.00
N -2.34 -0.50 -0.14
C -3.00 -0.65 -1.24
C -2.23 -0.86 -2.44
C -2.79 -0.97 -3.70
C -1.96 -1.11 -4.80
C -0.59 -1.14 -4.61
C -0.09 -1.04 -3.32
N -0.88 -0.91 -2.25
H -5.32 0.49 4.08
H -5.21 -0.60 2.67
H -4.88 1.14 2.47
H -4.09 -0.60 -1.24
H -3.87 -0.94 -3.81
H -2.38 -1.19 -5.79
H 0.10 -1.24 -5.44
H 0.98 -1.06 -3.13
C -0.45 2.77 4.31
C -0.03 3.62 3.14
O -0.36 2.93 1.90
P 0.80 2.59 0.88
S -0.20 1.71 -0.70
S 2.31 1.63 1.62
O 1.16 4.04 0.34
C 2.30 4.25 -0.53
C 2.40 5.73 -0.80
H -0.25 3.29 5.24
H 0.09 1.83 4.31
H -1.52 2.55 4.26
H 1.04 3.82 3.17
H -0.56 4.57 3.10
H 2.14 3.69 -1.45
H 3.19 3.87 -0.03
H 1.50 6.10 -1.28
H 3.25 5.93 -1.46
H 2.55 6.28 0.13
C 4.00 -0.55 -1.24
C 4.39 -1.86 -1.08
C 3.45 -2.81 -0.70
C 2.15 -2.41 -0.47
N 1.77 -1.12 -0.60
C 2.68 -0.21 -0.99
C 1.08 -3.33 -0.07
C 1.27 -4.69 0.18
C 0.20 -5.46 0.58
C -1.05 -4.87 0.72
C -1.17 -3.52 0.45
N -0.14 -2.77 0.06
H 4.70 0.22 -1.53
H 5.42 -2.16 -1.26
H 3.74 -3.84 -0.59
H 2.33 0.80 -1.10
H 2.25 -5.13 0.08
H 0.33 -6.52 0.78
H -1.91 -5.43 1.03
H -2.12 -3.01 0.56
*
```

The total energy is -89540.6365 eV. For the max |F|, the calculation gives 0.1 eV/Å. The value obtained for the energy above the lowest of the compared OMol25 structures with the same formula, charge and spin is 0.0 kcal/mol.